No. 1
Here is 15 unconnected molecules or ions with the total composition C21H72N8O15 from OMol25. Energies are from the ωB97M-V functional and the def2-TZVPD basis.

Atoms and positions in Å:
C 2.385 -2.361 -3.361
C 2.056 -3.707 -4.011
O 1.756 -4.718 -3.060
H 2.625 -1.691 -4.106
H 3.050 -2.435 -2.574
H 1.514 -1.841 -2.934
H 2.956 -4.013 -4.456
H 1.312 -3.543 -4.653
H 1.170 -4.290 -2.417
C -1.628 -2.053 -1.793
C -1.426 -2.581 -3.193
O -1.231 -3.986 -3.163
H -1.497 -0.975 -1.788
H -0.726 -2.370 -1.200
H -2.442 -2.471 -1.201
H -0.660 -2.141 -3.853
H -2.278 -2.386 -3.754
H -1.138 -4.232 -4.113
C -1.597 4.930 -3.230
C -0.354 4.528 -2.500
O -0.612 3.422 -1.675
H -2.466 5.065 -2.568
H -1.905 4.134 -3.920
H -1.441 5.749 -3.929
H -0.045 5.344 -1.873
H 0.424 4.176 -3.140
H -1.131 3.771 -0.950
C -2.223 -0.887 5.376
C -0.976 -1.650 5.102
O -1.148 -3.042 5.209
H -3.261 -1.212 5.044
H -2.093 0.106 5.020
H -2.283 -0.759 6.431
H -0.201 -1.345 5.847
H -0.571 -1.481 4.034
H -0.428 -3.513 4.768
C -3.036 0.503 1.848
C -4.291 0.508 2.693
O -5.150 1.567 2.188
H -3.088 0.199 0.720
H -2.303 -0.176 2.270
H -2.750 1.597 1.897
H -4.146 0.834 3.780
H -4.886 -0.404 2.703
H -5.024 2.387 2.694
C -3.672 1.027 -1.968
C -3.872 2.029 -3.122
O -4.446 3.201 -2.747
H -4.561 1.000 -1.327
H -2.973 1.442 -1.289
H -3.425 -0.007 -2.158
H -4.491 1.554 -3.876
H -2.965 2.212 -3.693
H -5.316 2.851 -2.561
C 0.103 -0.265 0.308
O -0.331 -1.238 1.263
N 0.983 -0.433 -0.613
N -0.285 0.980 0.328
H 1.216 -1.379 -0.768
H 1.346 0.331 -1.200
H -0.892 1.321 1.027
H -0.145 1.581 -0.466
C -0.048 5.228 1.562
O 1.266 5.055 2.074
N -0.429 6.287 0.926
N -0.877 4.277 1.527
H 0.195 7.150 0.911
H -1.270 6.413 0.359
H -0.580 3.401 2.081
H -1.636 4.210 0.845
C 3.152 1.893 1.425
O 4.146 2.518 2.063
N 1.952 2.404 1.169
N 3.126 0.737 0.839
H 1.729 3.440 1.316
H 1.164 1.727 1.183
H 4.048 0.164 0.760
H 2.233 0.273 0.604
C 2.667 -3.922 -0.231
O 1.560 -3.096 -0.514
N 3.855 -3.485 -0.080
N 2.599 -5.228 -0.236
H 4.195 -2.535 -0.217
H 4.579 -4.180 0.081
H 1.674 -5.667 -0.317
H 3.371 -5.935 -0.175
C 0.397 -4.237 2.524
O 0.744 -4.617 3.852
H 1.320 -4.360 1.959
H 0.081 -3.174 2.479
H -0.332 -4.908 1.972
H 1.131 -5.488 3.731
C 0.066 0.604 -3.952
O 0.827 1.669 -4.402
H -0.834 0.854 -3.539
H 0.626 0.005 -3.185
H -0.175 -0.148 -4.713
H 1.262 2.106 -3.642
C 3.244 0.985 -2.502
O 2.345 1.873 -1.830
H 3.199 -0.063 -2.173
H 4.242 1.286 -2.299
H 3.155 1.100 -3.554
H 2.400 1.815 -0.917
C 0.290 1.118 3.522
O -0.654 2.091 3.126
H 0.240 0.156 3.057
H 0.278 0.953 4.577
H 1.355 1.457 3.294
H -1.088 2.318 3.980
C 2.895 -1.964 2.679
O 3.691 -3.080 2.593
H 2.475 -1.503 1.816
H 3.457 -1.319 3.261
H 1.956 -2.108 3.320
H 3.655 -3.321 1.659

Lowest unoccupied orbital energy in Eh: -0.0035
E_HOMO in eV: -8.845
Frontier orbital gap in eV: 8.75
ΔE to the lowest compared entry with this formula, charge and spin in kJ/mol: 366.0
Energy in eV: -65570.200

***

No. 2
Here is 16 unconnected molecules or ions with the total composition C21H78N14O16 from OMol25. Energies are from the ωB97M-V functional and the def2-TZVPD basis.

Atoms and positions in Å:
C -4.383 -1.814 -4.258
C -4.430 -0.700 -5.290
C -3.712 0.606 -4.613
O -3.820 1.870 -5.318
C -2.563 2.329 -5.867
N -3.561 -1.192 -6.363
H -4.750 -1.441 -3.301
H -3.371 -2.150 -4.030
H -4.852 -2.719 -4.644
H -5.485 -0.520 -5.497
H -2.714 0.411 -4.220
H -4.394 0.912 -3.819
H -1.735 2.217 -5.167
H -2.792 3.362 -6.129
H -2.246 1.837 -6.786
H -3.184 -0.421 -6.896
H -2.771 -1.581 -5.868
C 1.479 1.628 1.295
C 0.641 0.385 0.968
C -0.353 0.665 -0.152
O -1.386 -0.317 -0.205
C -2.652 0.131 -0.698
N 1.487 -0.782 0.671
H 2.134 1.414 2.140
H 0.834 2.475 1.528
H 2.112 1.960 0.471
H 0.125 0.274 1.922
H 0.144 0.561 -1.116
H -0.767 1.673 -0.151
H -3.109 0.981 -0.192
H -3.278 -0.747 -0.857
H -2.404 0.550 -1.673
H 1.983 -0.949 1.534
H 0.864 -1.563 0.520
C 0.956 -1.830 5.005
C 0.528 -0.370 5.419
C -1.034 -0.295 5.659
O -1.721 -0.210 4.340
C -3.043 -0.834 4.377
N 1.312 0.021 6.589
H 0.943 -2.477 5.882
H 2.011 -1.769 4.739
H 0.448 -2.224 4.125
H 0.755 0.275 4.570
H -1.336 0.622 6.165
H -1.420 -1.069 6.322
H -3.752 -0.153 4.847
H -3.222 -1.787 4.876
H -3.242 -1.063 3.330
H 0.981 -0.538 7.363
H 2.303 -0.167 6.554
C 1.444 1.797 -3.384
C 1.075 3.211 -3.892
C -0.029 3.745 -2.966
O -1.254 3.056 -2.861
C -2.252 3.619 -1.958
N 2.296 4.031 -3.856
H 0.606 1.105 -3.304
H 1.966 1.939 -2.437
H 2.062 1.261 -4.104
H 0.698 3.250 -4.914
H -0.235 4.742 -3.356
H 0.397 3.741 -1.963
H -3.051 2.884 -1.865
H -2.618 4.557 -2.374
H -1.795 3.725 -0.974
H 2.952 3.526 -4.435
H 2.640 3.834 -2.927
O -5.626 1.531 0.445
H -6.365 1.774 1.003
H -5.087 2.321 0.404
O -0.115 2.840 4.373
H 0.702 2.405 4.128
H -0.061 2.936 5.323
O 4.198 -0.002 3.028
H 4.709 -0.348 3.760
H 3.932 0.872 3.312
O 1.281 5.015 2.014
H 0.973 5.693 2.616
H 1.007 4.192 2.419
O 3.786 2.777 3.736
H 3.764 2.707 4.690
H 4.086 3.670 3.568
O 0.363 -1.733 -2.910
H -0.033 -1.953 -2.067
H 1.258 -1.473 -2.694
O 3.838 0.042 -1.206
H 3.112 -0.011 -0.584
H 4.437 -0.654 -0.934
C -5.520 -2.050 -0.222
O -5.645 -3.140 -0.802
N -5.178 -1.708 0.974
N -5.886 -1.004 -0.908
H -4.755 -2.390 1.587
H -5.259 -0.713 1.132
H -5.870 -0.076 -0.509
H -6.384 -1.165 -1.772
C 3.482 -4.721 2.938
O 3.540 -5.658 3.779
N 2.709 -4.828 1.872
N 4.047 -3.576 3.023
H 2.683 -4.094 1.180
H 2.167 -5.680 1.838
H 3.746 -2.835 2.407
H 4.658 -3.392 3.805
C 4.767 3.559 -1.402
O 4.502 4.748 -1.449
N 5.149 2.879 -2.414
N 4.628 2.886 -0.282
H 5.264 3.292 -3.329
H 5.247 1.874 -2.411
H 4.520 3.399 0.581
H 4.605 1.877 -0.318
C -1.173 -3.505 0.973
O -0.214 -3.399 0.245
N -1.399 -4.582 1.671
N -1.921 -2.545 1.358
H -0.756 -5.346 1.822
H -2.255 -4.584 2.208
H -1.663 -1.616 1.055
H -2.534 -2.627 2.156
C 4.214 -3.490 -1.106
O 4.509 -2.520 -0.402
N 3.080 -4.045 -1.370
N 5.110 -4.142 -1.764
H 3.033 -4.657 -2.172
H 2.258 -3.833 -0.823
H 4.810 -4.880 -2.384
H 6.064 -3.813 -1.722

Lowest unoccupied orbital energy in Eh: -0.0105
E_HOMO in eV: -8.394
Frontier orbital gap in eV: 8.11
ΔE to the lowest compared entry with this formula, charge and spin in kJ/mol: 0.0
Energy in eV: -76663.356

***

No. 3
Here is C21H8Cl12O5S in the gas phase from OMol25. Energies are from the ωB97M-V functional and the def2-TZVPD basis.

Atoms and positions in Å:
O 1.823 0.163 5.492
O 1.059 4.725 3.728
O 2.929 3.675 4.768
Cl -1.986 -2.382 3.115
Cl -0.585 4.087 -0.572
Cl -3.814 -1.373 0.392
Cl -2.690 1.729 -2.213
Cl -1.398 -4.700 -0.161
Cl 1.039 -3.578 -1.402
Cl 2.633 0.690 -3.825
Cl 0.656 2.776 -4.421
Cl 0.892 -3.494 2.158
Cl 2.622 3.451 -1.704
Cl -2.074 -2.316 -2.361
Cl -0.676 -0.166 -4.159
O 0.601 2.067 5.567
O 3.076 4.612 2.437
C 1.265 1.066 4.912
C -1.463 -2.248 1.459
C -0.121 2.639 -1.527
C -2.189 -1.927 0.357
C -0.933 1.734 -2.169
C 0.883 -0.072 2.718
C 1.692 2.223 1.311
C 1.254 1.097 3.432
C 0.990 -0.074 1.322
C 1.373 1.074 0.584
C 1.634 2.271 2.720
C -0.399 -3.175 -0.313
C 1.189 1.597 -3.175
C -0.070 -2.511 1.012
C 1.327 2.198 -1.764
C -1.235 -1.987 -0.794
C 0.008 0.730 -2.764
C 0.641 -1.264 0.493
C 1.575 0.925 -0.941
C -0.308 -0.762 -0.605
C 0.658 -0.118 -1.658
S 2.166 3.820 3.527
H 0.709 1.803 6.477
H 2.911 5.504 2.735
H 0.532 -0.964 3.252
H 2.118 3.088 0.761
H 1.570 -1.619 0.064
H 2.619 0.634 -1.037
H -0.934 0.077 -0.241
H 1.303 -0.853 -2.117

Lowest unoccupied orbital energy in Eh: -0.0236
E_HOMO in eV: -9.999
Frontier orbital gap in eV: 9.36
SMILES: O=C(O)c1cc2c(cc1S(=O)(=O)O)[C@H]1[C@@H]([C@@H]3[C@@H]2[C@@]2(Cl)C(Cl)=C(Cl)[C@]3(Cl)C2(Cl)Cl)[C@@]2(Cl)C(Cl)=C(Cl)[C@]1(Cl)C2(Cl)Cl
Energy in eV: -193247.443

***

No. 4
Here is 2 unconnected molecules or ions with the total composition C22H10Cl2N3O4S from OMol25. Energies are from the ωB97M-V functional and the def2-TZVPD basis.

Atoms and positions in Å:
N 2.269 4.042 -0.992
C 1.644 3.378 -0.259
C 0.850 2.612 0.640
C 1.409 1.585 1.367
C 2.795 1.699 1.639
N 3.923 1.920 1.872
C 0.631 0.917 2.443
O 1.192 0.121 3.191
C -0.780 1.348 2.595
Cl -1.624 0.666 3.899
C -1.341 2.307 1.800
Cl -2.957 2.796 1.963
C -0.581 2.950 0.706
O -1.090 3.691 -0.142
C 0.505 2.178 -4.279
C -0.149 2.311 -3.055
C -0.092 1.277 -2.128
C 0.754 0.195 -2.336
S 0.906 -1.005 -1.000
C 2.156 -0.374 0.058
C 2.842 -1.360 0.858
C 4.160 -1.080 1.310
C 4.806 -1.898 2.224
C 4.199 -3.094 2.635
C 4.846 -3.931 3.600
N 5.369 -4.597 4.407
C 2.968 -3.476 2.075
C 2.300 -2.627 1.206
O -0.370 -0.982 -0.316
O 1.383 -2.202 -1.646
C 1.385 0.031 -3.575
C 1.251 1.027 -4.544
H 0.428 2.972 -5.018
H -0.706 3.207 -2.794
H -0.698 1.313 -1.226
H 2.781 0.310 -0.525
H 4.668 -0.200 0.919
H 5.782 -1.611 2.629
H 2.535 -4.447 2.327
H 1.365 -2.969 0.767
H 1.965 -0.867 -3.768
H 1.739 0.909 -5.510

Lowest unoccupied orbital energy in Eh: 0.0111
Charge: -1
E_HOMO in eV: -4.800
Frontier orbital gap in eV: 5.10
ΔE to the lowest compared entry with this formula, charge and spin in kJ/mol: 0.0
Energy in eV: -71515.555